Entry 1:
Density functional theory data (ωB97M-V with the def2-TZVPD basis set) for a 2-piece molecular cluster, C29H28O4 overall at a distorted geometry.

Geometry (Å):
1 C -4.282 -2.183 1.770
2 C -2.823 -2.466 2.024
3 O -2.162 -1.187 2.156
4 C -0.821 -1.345 2.289
5 C -0.162 -0.052 2.539
6 C 1.173 -0.135 3.066
7 O 1.801 -1.170 3.257
8 C 1.876 1.213 3.391
9 C 0.950 2.376 3.695
10 C -0.157 2.487 2.640
11 C -0.960 1.181 2.535
12 O -0.295 -2.441 2.179
13 H -4.836 -3.114 1.636
14 H -4.726 -1.649 2.618
15 H -4.407 -1.582 0.863
16 H -2.665 -3.035 2.953
17 H -2.360 -3.020 1.194
18 H 2.570 1.033 4.218
19 H 2.472 1.464 2.498
20 H 0.499 2.263 4.687
21 H 1.535 3.301 3.717
22 H -0.838 3.313 2.884
23 H 0.297 2.722 1.666
24 H -1.592 1.198 1.633
25 H -1.662 1.136 3.390
26 C -4.874 3.564 -4.166
27 O -4.791 2.478 -3.214
28 C -3.599 2.085 -2.695
29 C -3.633 0.985 -1.788
30 C -2.456 0.442 -1.312
31 C -1.202 0.950 -1.718
32 C 0.019 0.267 -1.374
33 C 1.307 0.924 -1.304
34 C 2.328 -0.081 -1.352
35 C 3.660 0.259 -1.528
36 C 4.002 1.618 -1.543
37 C 3.018 2.613 -1.402
38 C 1.664 2.277 -1.306
39 C 1.677 -1.377 -1.376
40 C 0.252 -1.171 -1.353
41 C -0.598 -2.269 -1.503
42 C -0.031 -3.545 -1.620
43 C 1.360 -3.728 -1.687
44 C 2.223 -2.633 -1.580
45 C -1.194 2.096 -2.557
46 C -2.357 2.684 -3.022
47 H -5.939 3.650 -4.381
48 H -4.508 4.504 -3.734
49 H -4.334 3.330 -5.092
50 H -4.605 0.578 -1.518
51 H -2.493 -0.392 -0.613
52 H 4.399 -0.530 -1.650
53 H 5.044 1.909 -1.660
54 H 3.304 3.671 -1.390
55 H 0.892 3.042 -1.247
56 H -1.675 -2.122 -1.557
57 H -0.690 -4.416 -1.674
58 H 1.772 -4.727 -1.820
59 H 3.301 -2.731 -1.662
60 H -0.235 2.497 -2.878
61 H -2.310 3.578 -3.653

multiplicity = 1
HOMO level = -6.1077 eV
max |F| = 1.79 eV Å⁻¹
total charge = 0
HOMO-LUMO gap = 3.319 eV
energy above the lowest of the compared OMol25 structures with the same formula, charge and spin = 0.532 eV

---

Entry 2:
Density functional theory data (ωB97M-V with the def2-TZVPD basis set) for C31H39N4O11PSc as an isolated structure at a distorted geometry.

Geometry (Å):
1 Sc -0.640 -0.087 -0.450
2 O -6.427 2.626 -0.258
3 C -6.056 1.458 -0.861
4 O -6.872 0.619 -1.082
5 C -4.617 1.417 -1.223
6 C -3.962 2.393 -1.956
7 N -2.690 2.004 -2.094
8 N -2.466 0.858 -1.462
9 C -3.614 0.470 -0.925
10 C -3.548 -0.705 0.047
11 O -4.565 -1.218 0.472
12 O -2.335 -0.986 0.348
13 H -5.646 3.149 -0.051
14 H -4.348 3.297 -2.399
15 H -1.875 2.553 -2.342
16 C -0.235 5.610 2.981
17 C -0.362 5.137 1.534
18 C 0.798 5.703 0.711
19 C -1.703 5.592 0.956
20 O -0.331 3.699 1.618
21 P -0.051 2.692 0.376
22 O -0.602 1.370 0.894
23 O -0.585 3.260 -0.884
24 O 1.553 2.673 0.277
25 C 2.540 2.165 1.206
26 C 2.293 2.670 2.629
27 C 2.609 0.641 1.212
28 C 3.850 2.733 0.666
29 H -0.425 6.682 3.042
30 H 0.768 5.403 3.358
31 H -0.954 5.080 3.607
32 H 0.824 6.790 0.801
33 H 0.685 5.422 -0.336
34 H 1.742 5.294 1.072
35 H -1.720 6.677 0.831
36 H -2.517 5.295 1.621
37 H -1.848 5.115 -0.012
38 H 1.283 2.412 2.943
39 H 2.406 3.755 2.681
40 H 3.006 2.208 3.313
41 H 1.828 0.216 1.840
42 H 3.576 0.311 1.594
43 H 2.480 0.257 0.202
44 H 3.799 3.823 0.644
45 H 4.006 2.374 -0.353
46 H 4.688 2.427 1.294
47 O -1.134 -3.214 -3.515
48 C -0.624 -3.193 -2.417
49 N -0.014 -4.297 -1.817
50 C 0.259 -4.031 -0.414
51 C 0.020 -2.513 -0.428
52 O 0.313 -1.736 0.511
53 N -0.521 -2.109 -1.560
54 C 1.679 -4.347 0.021
55 C 2.052 -4.100 1.341
56 C 3.331 -4.408 1.773
57 C 4.251 -4.969 0.897
58 C 3.887 -5.201 -0.420
59 C 2.608 -4.885 -0.859
60 C -0.755 -4.761 0.470
61 C -1.790 -4.103 1.120
62 C -2.726 -4.834 1.842
63 C -2.639 -6.214 1.915
64 C -1.605 -6.875 1.263
65 C -0.665 -6.151 0.548
66 H -0.315 -5.214 -2.101
67 H 1.333 -3.660 2.020
68 H 3.610 -4.212 2.801
69 H 5.245 -5.226 1.241
70 H 4.600 -5.631 -1.114
71 H 2.328 -5.049 -1.892
72 H -1.897 -3.027 1.048
73 H -3.535 -4.313 2.339
74 H -3.378 -6.778 2.470
75 H -1.532 -7.955 1.308
76 H 0.153 -6.663 0.052
77 C 0.930 1.982 -3.548
78 C 1.408 0.782 -2.725
79 C 1.477 -0.473 -3.599
80 O 0.591 0.579 -1.625
81 H 1.666 2.237 -4.313
82 H 0.777 2.833 -2.885
83 H -0.017 1.733 -4.037
84 H 2.429 1.013 -2.375
85 H 0.465 -0.787 -3.858
86 H 1.950 -1.292 -3.053
87 H 2.043 -0.273 -4.511

multiplicity = 1
HOMO level = -6.7659 eV
max |F| = 1.57 eV Å⁻¹
total charge = -1
HOMO-LUMO gap = 9.128 eV

---

Entry 3:
Density functional theory data (ωB97M-V with the def2-TZVPD basis set) for a 2-piece molecular cluster, BrH3O3Si overall at a distorted geometry.

Geometry (Å):
1 O 2.226 0.358 0.739
2 Si 2.018 0.644 -0.710
3 O 0.708 1.454 -1.187
4 Br 2.610 -0.219 -2.707
5 H 0.482 2.060 -1.876
6 O -0.540 -0.541 0.804
7 H 0.213 -0.931 1.209
8 H -0.618 0.179 1.384

multiplicity = 1
HOMO level = -11.0196 eV
structure (SMILES) = O=[Si](O)Br.O
max |F| = 3.34 eV Å⁻¹
total charge = 0
HOMO-LUMO gap = 10.167 eV
energy above the lowest of the compared OMol25 structures with the same formula, charge and spin = 2.912 eV

---

Entry 4:
Density functional theory data (ωB97M-V with the def2-TZVPD basis set) for C26H65F3NO25P5Si2 as an isolated structure at a distorted geometry.

Geometry (Å):
1 C -3.977 0.709 7.097
2 C -4.962 -0.392 6.644
3 C -6.387 0.169 6.789
4 C -4.628 -0.700 5.154
5 C -4.622 -2.233 4.838
6 Si -3.048 -2.627 3.868
7 C -3.359 -3.785 2.383
8 C -2.723 -3.184 1.126
9 O -1.352 -2.791 1.394
10 C -1.094 -1.524 0.989
11 O -0.731 -0.656 1.721
12 O -1.951 -3.387 4.921
13 Si -0.779 -2.475 5.599
14 C 0.851 -3.278 5.229
15 F -0.683 -0.998 5.034
16 N -1.096 -2.310 7.350
17 C 0.060 -2.179 8.116
18 O 0.562 -2.976 8.829
19 F 0.587 -0.960 7.998
20 C -1.963 -3.300 7.862
21 O -1.885 -4.469 7.726
22 F -2.957 -2.797 8.593
23 H -2.979 0.316 7.285
24 H -4.330 1.236 7.981
25 H -3.899 1.443 6.294
26 H -4.778 -1.294 7.223
27 H -7.123 -0.627 6.860
28 H -6.445 0.833 7.647
29 H -6.592 0.786 5.915
30 H -3.639 -0.294 4.944
31 H -5.362 -0.215 4.517
32 H -4.655 -2.839 5.742
33 H -5.454 -2.483 4.179
34 H -2.575 -1.365 3.296
35 H -2.904 -4.760 2.548
36 H -4.435 -3.885 2.256
37 H -3.293 -2.293 0.860
38 H -2.707 -3.890 0.300
39 H -1.234 -1.297 -0.081
40 H 0.934 -3.231 4.141
41 H 1.700 -2.721 5.618
42 H 0.865 -4.331 5.494
43 C 2.192 1.162 9.478
44 O 2.736 2.451 9.829
45 P 3.356 3.375 8.573
46 O 4.099 4.398 9.357
47 O 1.868 3.853 8.102
48 C 1.088 4.639 8.997
49 O 3.951 3.527 7.053
50 C 3.888 4.821 6.458
51 H 1.740 0.724 10.364
52 H 1.428 1.265 8.705
53 H 2.984 0.502 9.124
54 H 1.707 5.153 9.732
55 H 0.358 4.004 9.504
56 H 0.553 5.378 8.402
57 H 4.396 5.564 7.071
58 H 2.856 5.117 6.280
59 H 4.394 4.754 5.498
60 C 2.482 3.875 -0.374
61 O 2.844 3.786 1.024
62 P 1.595 3.646 2.132
63 O 2.348 3.932 3.384
64 O 1.432 2.053 1.803
65 C 2.527 1.182 2.075
66 O 0.022 3.724 2.617
67 C -0.356 2.892 3.709
68 H 3.392 3.858 -0.966
69 H 1.858 3.029 -0.667
70 H 1.951 4.808 -0.568
71 H 3.203 1.601 2.821
72 H 3.072 0.976 1.153
73 H 2.114 0.247 2.454
74 H 0.261 3.091 4.585
75 H -0.300 1.839 3.436
76 H -1.390 3.136 3.946
77 C 1.897 1.748 -6.637
78 O 2.395 1.628 -5.282
79 P 1.251 1.418 -4.074
80 O 2.155 1.703 -2.919
81 O 1.125 -0.177 -4.427
82 C 2.287 -1.002 -4.331
83 O -0.211 1.372 -3.293
84 C -0.320 0.502 -2.170
85 H 2.746 1.774 -7.316
86 H 1.264 0.895 -6.893
87 H 1.328 2.672 -6.749
88 H 3.037 -0.568 -3.670
89 H 2.711 -1.158 -5.323
90 H 1.972 -1.965 -3.931
91 H 0.433 0.734 -1.419
92 H -0.244 -0.541 -2.475
93 H -1.307 0.668 -1.740
94 C -1.637 0.701 -6.559
95 O -1.055 -0.382 -7.311
96 P -1.251 -1.935 -6.711
97 O -0.237 -2.639 -7.544
98 O -2.772 -2.046 -7.282
99 C -2.978 -1.986 -8.693
100 O -1.559 -3.004 -5.502
101 C -1.965 -4.311 -5.890
102 H -1.494 1.621 -7.124
103 H -2.707 0.548 -6.397
104 H -1.130 0.777 -5.602
105 H -2.080 -2.258 -9.246
106 H -3.300 -0.983 -8.976
107 H -3.774 -2.689 -8.937
108 H -1.230 -4.772 -6.547
109 H -2.943 -4.290 -6.369
110 H -2.038 -4.900 -4.977
111 C 2.987 0.831 -13.789
112 O 3.911 0.725 -12.687
113 P 3.290 0.284 -11.192
114 O 4.453 0.641 -10.334
115 O 3.224 -1.291 -11.599
116 C 4.441 -1.974 -11.892
117 O 2.061 0.123 -10.114
118 C 2.264 -0.794 -9.042
119 H 3.559 1.025 -14.692
120 H 2.427 -0.099 -13.917
121 H 2.293 1.656 -13.628
122 H 5.302 -1.479 -11.444
123 H 4.574 -2.043 -12.973
124 H 4.357 -2.981 -11.486
125 H 3.161 -0.546 -8.474
126 H 2.318 -1.818 -9.405
127 H 1.401 -0.716 -8.382

multiplicity = 1
HOMO level = -9.7119 eV
max |F| = 7.82 eV Å⁻¹
total charge = 0
HOMO-LUMO gap = 7.686 eV

---

- Which of these has the highest HOMO-LUMO gap?
  BrH3O3Si